# 1
C36H40BMnNP2 | wB97M-V/def2-TZVPD

```
! RIJCOSX wB97M-V def2-TZVPD def2/J DEFGRID3
* xyz 0 6
Mn 0.48 -0.01 -2.04
P 1.55 0.47 -8.77
P -0.10 -1.79 -8.53
N 0.83 0.16 0.12
C -0.99 -0.30 -9.07
C -0.62 2.35 -0.93
C 2.24 -0.68 -2.44
C -0.67 -3.05 -9.75
C 3.70 2.52 -11.74
C -2.46 -2.55 -4.66
C 3.39 3.13 -6.28
C -0.14 0.75 -9.34
C -2.30 0.86 0.55
C -2.07 -3.20 -6.97
C 3.08 2.00 -7.04
C 2.80 0.47 -12.70
C -2.78 0.72 -2.48
C -1.45 -1.59 -4.75
C -2.76 -3.35 -5.77
C -1.77 1.74 -3.12
C 0.12 -4.22 -9.88
C 0.77 -0.01 1.29
C -2.23 -0.40 -1.61
C 3.53 1.66 -12.85
C -1.82 -2.90 -10.53
C -1.80 2.25 -0.07
C 2.41 0.99 -10.34
C 2.46 4.17 -6.16
C 2.27 0.12 -11.45
C -1.06 -2.23 -7.04
C -1.36 -5.02 -11.62
C -0.57 2.09 -2.27
C -0.76 -1.42 -5.94
C 0.89 2.95 -7.55
C -2.17 -3.89 -11.46
C -0.22 -5.20 -10.81
C 1.22 4.08 -6.80
C 1.83 1.92 -7.69
C 3.16 2.17 -10.49
C -2.13 -0.36 -0.28
B 0.62 -0.04 2.86
H 3.97 1.92 -13.82
H 3.33 2.84 -9.65
H -3.08 -3.76 -12.06
H 0.39 -6.10 -10.92
H 4.36 3.20 -5.79
H -0.36 -0.61 3.34
H -1.41 1.35 -4.08
H -3.37 1.07 0.74
H 1.01 -4.36 -9.25
H -2.34 -3.80 -7.84
H -1.80 0.71 1.53
H -0.06 2.88 -8.06
H -1.91 -1.28 0.30
H 4.28 3.45 -11.86
H -3.55 -4.09 -5.69
H -2.46 -2.02 -10.41
H -3.27 0.24 -3.34
H 2.37 -1.68 -2.00
H 0.50 4.89 -6.73
H 1.57 -0.49 3.51
H 3.80 1.20 -7.16
H -2.19 -1.40 -2.09
H -2.70 2.66 -0.56
H 2.70 5.05 -5.57
H 2.92 0.04 -1.94
H -0.34 1.64 -9.96
H 1.74 -0.83 -11.33
H 2.67 -0.20 -13.55
H -1.20 -0.97 -3.90
H -0.02 -0.63 -6.05
H 0.55 1.15 3.16
H 0.32 2.40 -2.84
H -1.59 2.86 0.83
H -3.56 1.32 -1.98
H 2.41 -0.69 -3.52
H 0.27 2.78 -0.46
H -3.03 -2.64 -3.74
H -2.37 2.62 -3.35
H -1.62 -5.77 -12.39
H -2.08 -0.32 -9.16
*
```

HOMO level (alpha / beta) = -7.4 / -7.4 eV
Total energy = -3308.928808 Ha
<S²> = 8.77
Frontier orbital gap (alpha / beta) = 7.4 / 6.9 eV

=====

# 2
H24O12 | wB97M-V/def2-TZVPD

```
! RIJCOSX wB97M-V def2-TZVPD def2/J DEFGRID3
* xyz 0 1
O -5.45 32.38 -6.24
O -10.56 35.20 -6.62
O -10.32 36.46 -9.03
O -6.64 35.48 -5.28
O -10.96 32.56 -7.46
O -7.41 32.48 -8.87
O -8.32 33.88 -6.63
O -10.38 33.12 -4.56
O -5.66 34.55 -7.96
O -9.16 35.34 -3.60
O -8.18 31.24 -5.60
O -7.19 33.20 -3.14
H -7.41 31.57 -8.54
H -9.09 34.43 -6.76
H -7.61 34.02 -3.49
H -4.83 34.46 -8.46
H -10.55 36.04 -8.25
H -5.39 33.11 -6.86
H -10.60 32.30 -4.17
H -10.97 35.83 -6.02
H -9.11 35.86 -4.44
H -8.08 32.08 -5.99
H -11.20 34.51 -6.45
H -7.46 32.82 -7.97
H -6.17 34.65 -8.76
H -7.87 32.87 -2.64
H -5.10 32.70 -5.43
H -6.36 35.45 -6.20
H -8.62 31.46 -4.81
H -11.28 33.36 -7.94
H -9.75 34.57 -3.86
H -7.88 34.48 -6.02
H -5.91 35.10 -4.82
H -10.04 32.90 -5.42
H -11.73 32.17 -6.98
H -9.54 36.90 -8.73
*
```

SMILES = O.O.O.O.O.O.O.O.O.O.O.O
HOMO level = -10.5 eV
Total energy = -917.235416 Ha
Frontier orbital gap = 10.1 eV

=====

# 3
C30H28AsN5O7OsPS2 | wB97M-V/def2-TZVPD

```
! RIJCOSX wB97M-V def2-TZVPD def2/J DEFGRID3
* xyz 1 5
Os 0.22 1.10 -1.38
As 3.18 2.13 0.04
S 2.52 -0.67 -1.95
S -1.76 5.21 -2.37
P -0.69 0.16 1.11
O 1.26 -0.68 -1.08
O 1.45 1.95 -0.12
O 3.50 2.92 1.41
O 2.53 0.68 -2.57
O -2.46 0.59 -1.49
O 3.69 2.98 -1.39
O 2.57 -1.78 -2.84
N -3.11 -0.37 -3.44
N -0.90 3.35 1.27
N 0.66 0.23 -4.80
N -0.59 2.78 -1.80
N -0.86 0.28 -3.04
C -1.32 -2.28 0.02
C -2.37 3.36 3.15
C 0.58 -1.94 2.53
C -3.20 -1.16 1.01
C -2.84 1.33 4.35
C -2.76 -0.81 -4.67
C -0.53 -0.06 -4.31
C 1.58 -2.44 3.35
C -2.13 -3.33 -0.36
C -2.98 2.71 4.19
C -2.12 0.62 3.42
C 5.90 -0.80 1.02
C -4.49 -0.50 -2.96
C -2.17 0.18 -2.60
C 2.64 -0.28 3.38
C 3.84 -0.70 -0.81
C 0.61 -0.61 2.12
C 5.66 -1.88 0.19
C -1.50 -0.68 -5.14
C -1.58 2.65 2.21
C 2.62 -1.61 3.77
C -1.09 3.84 -2.05
C 5.10 0.34 0.94
C 1.65 0.22 2.56
C -3.48 -3.31 -0.03
C -4.02 -2.22 0.64
C 4.62 -1.83 -0.73
C -1.84 -1.19 0.72
C 4.07 0.41 0.02
C -1.52 1.24 2.31
H -2.01 -0.45 3.54
H -5.16 -0.44 -3.82
H 5.28 1.19 1.59
H -5.07 -2.20 0.89
H -3.55 -1.25 -5.26
H -4.70 0.32 -2.28
H -3.57 3.28 4.90
H 4.42 -2.67 -1.39
H -3.29 0.83 5.19
H -4.63 -1.44 -2.44
H -0.26 -2.30 -0.23
H -4.12 -4.15 -0.30
H -1.71 -4.18 -0.89
H 6.70 -0.83 1.74
H 1.66 1.27 2.32
H -0.22 -2.59 2.21
H -3.64 -0.31 1.51
H -2.44 4.43 3.04
H 3.43 0.38 3.73
H 1.41 0.57 -4.20
H 3.51 2.45 -2.18
H -0.11 2.96 0.77
H 0.92 -0.14 -5.70
H 3.39 -2.01 4.41
H -1.24 -1.00 -6.14
H 6.28 -2.76 0.25
H -0.97 4.36 1.27
H 1.55 -3.47 3.66
*
```

HOMO level (alpha / beta) = -10.1 / -10.1 eV
Total energy = -5424.487295 Ha
<S²> = 6.03
Frontier orbital gap (alpha / beta) = 7.2 / 5.0 eV

=====

# 4
C6H10N | wB97M-V/def2-TZVPD

```
! RIJCOSX wB97M-V def2-TZVPD def2/J DEFGRID3
* xyz 1 1
N -0.08 -0.24 1.83
C 0.66 0.27 -0.19
C 0.70 0.50 -1.63
C -1.87 0.01 -0.13
C 1.07 0.64 1.68
C 1.86 -0.07 0.63
C -0.50 -0.02 0.44
H 2.86 0.16 0.35
H 1.63 1.07 -1.88
H 1.76 -1.14 0.87
H -2.69 -0.10 0.62
H -2.01 -0.96 -0.64
H -2.09 0.80 -0.83
H 0.67 -0.45 -2.16
H -0.78 0.08 2.66
H 0.18 -1.21 2.05
H -0.17 1.21 -2.08
*
```

HOMO level = -14.1 eV
Total energy = -288.942833 Ha
Frontier orbital gap = 9.6 eV

=====

# 5
C7H13N4 | wB97M-V/def2-TZVPD

```
! RIJCOSX wB97M-V def2-TZVPD def2/J DEFGRID3
* xyz 1 3
N 1.86 -0.84 0.22
N 1.82 1.21 -2.45
N 0.27 0.85 0.11
N 0.93 -0.11 0.17
C -2.55 1.09 1.00
C -0.30 1.41 -1.01
C 2.20 -2.20 0.47
C 0.81 1.36 -1.94
C 3.21 -2.15 1.64
C -2.71 1.26 -0.53
C -1.62 0.63 -1.42
H -2.01 1.85 1.58
H 1.19 -2.67 0.56
H 2.71 -2.05 2.71
H -2.75 2.29 -0.83
H -3.63 1.21 1.29
H 3.68 -3.08 1.57
H -1.83 0.90 -2.46
H -1.19 -0.43 -1.44
H 2.58 -2.60 -0.48
H -0.67 2.48 -0.83
H -2.32 0.10 1.21
H 3.93 -1.33 1.55
H -3.62 0.83 -0.73
*
```

HOMO level (alpha / beta) = -12.2 / -15.2 eV
Total energy = -492.964386 Ha
<S²> = 2.01
Frontier orbital gap (alpha / beta) = 7.5 / 6.7 eV

=====

# 6
C4H7N3O | wB97M-V/def2-TZVPD

```
! RIJCOSX wB97M-V def2-TZVPD def2/J DEFGRID3
* xyz 0 1
O -2.36 -0.23 0.14
N 0.72 -1.82 0.13
N 1.54 -0.75 0.16
N -1.10 -0.48 -0.48
C 1.11 0.52 -0.38
C -0.51 -1.67 -0.09
C 0.22 1.40 0.57
C -0.33 0.71 -0.63
H -0.74 1.39 -1.38
H -1.15 -2.54 -0.03
H 2.47 -1.05 -0.06
H -0.01 1.02 1.54
H 1.85 1.02 -1.01
H 0.39 2.47 0.49
H -2.10 0.00 1.03
*
```

SMILES = ON1C=NN[C@@H]2C[C@@H]21
HOMO level = -8.1 eV
Total energy = -395.986754 Ha
Frontier orbital gap = 9.0 eV